Record 1
The following is a quantum chemistry calculation of 2 unconnected molecules or ions with the total composition C6H6Cl2N2O3 at a distorted geometry, from the OMol25 dataset.

Results
ΔE to the lowest compared entry with this formula, charge and spin, eV: 3.5895
Strongest force on any atom, hartree/bohr: 0.0497
HOMO-LUMO gap (spin up / spin down), eV: 7.87 / 7.63
Electronic energy, eV: -40477.921
LUMO level (spin up / spin down), eV: -1.92 / -1.79

Structure (XYZ):
```
19
Properties=species:S:1:pos:R:3:forces:R:3:nbo_charge:R:1
C -0.406580 0.210680 0.280000 -0.951 -0.795 -0.461 0.4186
Cl -1.366599 3.109576 1.765604 -0.470 0.117 -0.182 0.1580
C -2.162685 1.635133 1.646008 0.786 -1.146 -0.901 -0.0686
H 2.517891 0.544760 -1.256582 0.529 0.545 0.163 0.2176
O -1.351534 -0.663475 -0.082589 0.259 0.971 0.099 -0.3478
N -0.838414 -1.458481 -1.093838 0.509 -0.484 0.142 -0.1331
H 2.181769 -2.367547 -1.852432 -0.681 0.924 0.266 0.2357
H 0.549677 -2.776230 -2.332885 0.567 0.657 -1.037 0.2550
C 0.755433 0.029540 -0.403718 -0.921 -0.280 0.257 -0.2458
H 1.412988 -1.204484 -2.996302 0.142 -0.732 -0.882 0.2305
N -1.966246 0.696184 2.789087 -1.206 1.223 -1.251 0.4747
C 2.021224 0.804625 -0.319272 -0.880 0.325 -1.040 -0.6259
Cl -3.504171 1.291875 0.674698 0.423 0.698 0.310 0.1759
H 2.613038 0.469390 0.508436 0.466 0.122 0.467 0.2279
H 1.769238 1.894886 -0.276341 0.612 -0.932 0.029 0.2292
C 1.223055 -1.900682 -2.185965 0.096 -1.002 -0.006 -0.6667
O -1.170281 1.039707 3.597537 1.503 0.096 1.465 -0.3541
C 0.412807 -1.102728 -1.263865 -0.390 0.945 2.341 0.1650
O -2.690611 -0.252728 2.802418 -0.394 -1.249 0.219 -0.3460
```
Forces are in eV/Å.

Record 2
The following is a quantum chemistry calculation of a molecular structure, C6H6Cl3N at a distorted geometry, from the OMol25 dataset.

Results
ΔE to the lowest compared entry with this formula, charge and spin, eV: 1.9768
Strongest force on any atom, hartree/bohr: 0.1054
HOMO-LUMO gap, eV: 9.69
Electronic energy, eV: -45374.342
LUMO level, eV: 0.28

Structure (XYZ):
```
16
Properties=species:S:1:pos:R:3:forces:R:3:nbo_charge:R:1
C 0.448366 1.422479 0.318553 -0.666 -0.407 1.866 0.0207
Cl -2.702404 -1.597381 -3.987587 0.703 0.060 0.142 0.0101
C 0.869906 1.436809 2.580912 -0.030 0.144 -0.680 0.0285
H -0.238014 -0.453221 -0.498557 1.824 1.899 2.154 0.1687
Cl -0.993334 -1.314711 -1.582157 -2.139 -2.157 -4.489 0.0607
H -1.051564 0.002719 -3.571507 0.195 -0.301 0.161 0.2301
C 0.424486 -0.633741 1.534813 -1.305 -0.418 0.536 -0.1836
H 0.262796 1.958329 -0.600587 0.251 0.366 0.006 0.1885
C 0.649646 0.082289 2.664323 1.127 0.531 1.023 -0.2498
H 0.801056 -0.339091 3.647133 -0.148 -0.468 -0.042 0.2103
Cl 0.256026 -1.884001 -4.191867 -0.566 0.282 0.245 0.0322
H 0.269186 -1.681801 1.744193 -0.054 -0.385 -0.899 0.2128
N 0.799636 2.116789 1.435923 0.062 -0.055 -0.664 -0.4133
C 0.147796 0.061189 0.369153 1.305 0.523 0.676 -0.2460
H 1.154006 1.892779 3.517813 -0.034 0.863 -0.191 0.1879
C -1.097584 -1.069431 -3.380547 -0.526 -0.477 0.157 -0.2578
```
Forces are in eV/Å.

Record 3
The following is a quantum chemistry calculation of 2 unconnected molecules or ions with the total composition C6H6Cl3NO at a distorted geometry, from the OMol25 dataset.

Results
ΔE to the lowest compared entry with this formula, charge and spin, eV: 2.3140
Strongest force on any atom, hartree/bohr: 0.0792
HOMO-LUMO gap, eV: 9.51
Structure (SMILES): N#CC(Cl)(Cl)Cl.CCC=C=O
Electronic energy, eV: -47420.478
LUMO level, eV: 0.45

Structure (XYZ):
```
17
Properties=species:S:1:pos:R:3:forces:R:3:nbo_charge:R:1
H 1.523985 2.044068 -0.189933 1.328 1.344 -0.902 0.2556
N -0.681461 -1.770904 -0.857784 -0.220 -0.269 -0.094 -0.2845
H -2.325506 2.606863 -0.988241 1.835 -0.542 -0.108 0.1991
H -1.243507 1.266898 -1.496833 0.036 -0.634 -0.438 0.2160
C -0.748816 2.106147 0.382739 2.431 1.159 -0.066 -0.3960
C -1.229870 2.203913 -0.981298 -3.851 -0.068 -1.322 -0.5855
O 0.973776 -0.778064 0.847970 1.134 2.252 1.531 -0.5172
H -0.612475 2.880179 -1.471577 0.862 1.260 -1.455 0.1948
Cl 0.809851 -3.302854 2.247570 -0.010 0.069 -0.583 0.0612
Cl 2.592627 -3.150778 -0.113607 -0.499 0.157 0.333 0.0380
C 0.881497 -3.357058 0.453966 1.162 -0.277 0.508 -0.1764
H -1.335978 1.332623 0.867302 -0.158 0.820 1.151 0.2288
C 0.885075 0.372204 0.638157 0.345 -0.854 -0.380 0.7473
C 0.061520 -2.322837 -0.175310 -1.146 -1.253 -1.185 0.2247
H -0.672177 3.214655 0.585269 -0.699 -1.395 1.710 0.2259
Cl 0.397518 -4.968642 -0.056098 -0.424 0.018 -0.164 0.0868
C 0.723943 1.623586 0.307708 -2.124 -1.786 1.464 -0.5186
```
Forces are in eV/Å.

Record 4
The following is a quantum chemistry calculation of 2 unconnected molecules or ions with the total composition C6H6ClF2N2O2S at a distorted geometry, from the OMol25 dataset.

Results
Charge: +1
ΔE to the lowest compared entry with this formula, charge and spin, eV: 0.6148
Strongest force on any atom, hartree/bohr: 0.0910
HOMO-LUMO gap (spin up / spin down), eV: 4.15 / 4.15
Electronic energy, eV: -42177.870
LUMO level (spin up / spin down), eV: -7.68 / -7.68

Structure (XYZ):
```
20
Properties=species:S:1:pos:R:3:forces:R:3:nbo_charge:R:1
F 3.197674 -1.470909 -0.590285 0.504 -0.534 0.349 -0.3309
C -0.360879 1.834850 -0.308461 -3.285 -3.252 -0.739 0.0801
H 1.633229 -2.381303 0.276247 -0.064 -1.932 -0.259 0.1393
N 0.957992 1.958365 -0.463186 0.200 0.031 0.720 -0.5356
C 1.197425 -0.366743 0.078200 0.349 -0.311 -0.598 -0.3070
H -1.073205 2.582582 -0.621983 0.637 0.770 0.175 0.2359
C -0.186628 -0.596308 0.143451 0.430 2.703 1.149 0.2944
C -1.016297 0.595498 -0.066371 4.048 2.031 -0.762 -0.3252
Cl 6.122546 0.481218 -1.156338 -0.458 -0.171 1.616 -0.0138
C 2.197064 -1.499775 0.309651 -2.308 2.939 0.149 0.5678
S 5.641468 0.181530 0.789890 -0.569 0.933 -2.116 1.5294
H 1.431437 2.814082 -0.644847 0.021 0.873 -0.122 0.4333
H -1.817584 -1.637684 0.734380 0.348 0.532 -0.539 0.4010
H -2.042986 0.629305 -0.252632 -1.485 -0.446 0.295 0.2350
F 2.634784 -1.324636 1.589782 1.312 -0.471 0.258 -0.3523
H -0.552110 -2.399889 1.205056 2.074 -1.492 1.017 0.4098
N -0.805843 -1.676925 0.620690 -2.746 0.158 -1.069 -0.7672
O 5.823699 -1.166398 1.132555 0.022 -0.568 0.255 -0.6230
O 3.027699 1.110125 -0.153861 0.515 0.498 0.092 -0.7025
C 1.789770 0.932983 -0.166673 0.457 -2.291 0.131 0.6314
```
Forces are in eV/Å.

Record 5
The following is a quantum chemistry calculation of a molecular structure, C6H6ClNO3S2 at a distorted geometry, from the OMol25 dataset.

Results
Spin multiplicity: 3
ΔE to the lowest compared entry with this formula, charge and spin, eV: 0.0000
Strongest force on any atom, hartree/bohr: 0.1434
HOMO-LUMO gap (spin up / spin down), eV: 5.61 / 6.44
Electronic energy, eV: -48136.646
⟨S²⟩: 2.052
LUMO level (spin up / spin down), eV: -0.23 / -3.76

Structure (XYZ):
```
19
Properties=species:S:1:pos:R:3:forces:R:3:mulliken_spin:R:1
O 0.862267 -4.637181 -0.527227 -0.885 1.946 0.166 0.0015
Cl 0.244503 -4.347868 2.013420 -0.511 0.320 1.221 0.0042
C 1.166643 1.028265 0.121799 2.263 2.603 -0.847 0.5430
C 1.372031 2.277635 -0.434225 -1.972 -0.542 -0.188 -0.1196
O -1.767463 -1.580249 0.523018 -0.474 0.617 -0.380 0.0072
H 0.662402 3.972965 -1.421933 -1.102 -1.097 0.763 0.0214
S 0.150464 -3.582694 0.195874 0.260 -1.294 -3.021 0.0056
H 2.354770 2.582585 -0.484448 1.863 1.030 -0.272 -0.0003
N 0.648135 -2.122315 0.022368 -0.984 -0.196 1.086 0.0034
H -1.743239 3.223473 -1.415148 0.815 -1.397 1.215 0.0142
H -2.082312 0.739660 -0.080766 -2.081 0.259 -0.509 0.0054
H 1.997554 0.565759 0.487596 1.755 -1.629 1.185 0.0391
C 0.319751 3.024965 -0.900718 6.595 3.130 -1.029 0.4893
C -0.141804 0.558417 0.170486 -4.345 -2.014 -0.335 0.4388
O -0.114257 -0.954597 2.197414 0.506 -0.120 0.066 0.0430
H -1.263330 -3.598249 -0.157140 1.805 -0.017 0.950 -0.0001
C -1.233947 1.323765 -0.268047 2.160 -0.032 0.150 -0.0318
C -0.978948 2.583545 -0.849679 -6.071 -1.571 -0.424 0.4848
S -0.453221 -1.057882 0.807358 0.403 0.007 0.205 0.0509
```
Forces are in eV/Å.

Record 6
The following is a quantum chemistry calculation of a single C6H6ClNS molecule at a distorted geometry, from the OMol25 dataset.

Results
ΔE to the lowest compared entry with this formula, charge and spin, eV: 3.5024
Strongest force on any atom, hartree/bohr: 0.1045
HOMO-LUMO gap (spin up / spin down), eV: 7.33 / 7.33
Electronic energy, eV: -31161.921
LUMO level (spin up / spin down), eV: -0.61 / -0.61

Structure (XYZ):
```
15
Properties=species:S:1:pos:R:3:forces:R:3:nbo_charge:R:1
S 1.096861 2.402250 -0.061432 -1.206 -0.780 2.066 0.9541
C -0.331489 -0.715163 0.016800 5.366 0.255 -0.052 0.0247
H 3.017583 -0.581890 -0.872023 -0.146 0.170 -0.098 0.2284
C -1.490295 -0.630235 -0.090503 -2.643 0.143 -0.065 -0.0270
H -3.410714 -1.310578 -0.822291 1.082 2.197 2.036 0.2497
C -2.887129 -0.538716 -0.028274 -3.099 -1.966 0.323 -0.4505
Cl -3.457433 1.151489 -0.241977 -0.130 -0.075 -0.358 -0.0509
H -0.249781 2.264710 1.715508 0.665 0.033 -0.730 0.3756
H 2.742767 1.798648 -1.578828 -2.332 -1.294 1.716 0.2461
H -3.224830 -0.783297 1.052721 0.384 0.032 -1.943 0.2517
H 1.281307 -1.954030 0.112958 0.730 -0.442 0.103 0.2209
C 1.917552 1.263370 -0.854439 3.046 2.460 -2.977 -0.5734
C 2.057982 -0.111173 -0.673295 -1.792 -2.308 2.212 -0.2326
N 0.406526 1.670429 1.179831 -0.013 0.896 -0.745 -1.0152
C 1.091532 -0.915123 -0.060615 0.089 0.680 -1.488 -0.2014
```
Forces are in eV/Å.

Record 7
The following is a quantum chemistry calculation of 2 unconnected molecules or ions with the total composition C6H6ClO2 at a distorted geometry, from the OMol25 dataset.

Results
Charge: -1
ΔE to the lowest compared entry with this formula, charge and spin, eV: 2.8190
Strongest force on any atom, hartree/bohr: 0.1091
HOMO-LUMO gap, eV: 7.39
Electronic energy, eV: -22933.811
LUMO level, eV: 3.45

Structure (XYZ):
```
15
Properties=species:S:1:pos:R:3:forces:R:3:nbo_charge:R:1
C -1.267295 -0.129906 0.273333 3.133 2.409 -0.269 -0.2445
C -1.003721 -1.470636 -1.812922 -1.709 2.194 0.155 -0.4160
H -1.072414 0.642108 -1.784584 -0.753 -1.086 0.875 0.2034
H -1.066365 -1.429416 -2.864414 0.582 0.259 -1.305 0.1733
C 1.079378 1.778095 0.559674 -0.566 1.316 -2.353 -0.5815
H 0.534316 2.441941 -0.171875 -0.138 -0.871 1.046 0.1877
O 2.010665 -1.473275 0.876102 1.797 -4.667 -2.545 -0.7129
C 1.802484 -0.515947 1.529451 -3.123 2.862 0.032 0.7091
C 0.894355 0.496321 0.730802 -2.326 0.084 0.811 0.1023
C -1.262036 -0.294411 -1.169924 1.759 -0.443 -0.857 -0.2267
H 1.992595 2.275367 0.837262 0.485 -0.240 0.532 0.2097
H -1.355326 -0.954995 0.908811 -0.196 -1.135 0.730 0.2084
H -1.144859 -2.461613 -1.499829 0.133 -1.017 1.318 0.1861
Cl -2.149788 1.272650 0.916012 -0.048 -0.379 -0.316 -0.0790
O 2.008010 -0.176282 2.672100 0.970 0.713 2.145 -0.7195
```
Forces are in eV/Å.

Which of these has the lowest strongest force on any atom? C6H6Cl2N2O3

The lowest strongest force on any atom belongs to which entry? C6H6Cl2N2O3

What did the first record say?
The following is a quantum chemistry calculation of 2 unconnected molecules or ions with the total composition C6H6Cl2N2O3 at a distorted geometry, from the OMol25 dataset.

Results
ΔE to the lowest compared entry with this formula, charge and spin, eV: 3.5895
Strongest force on any atom, hartree/bohr: 0.0497
HOMO-LUMO gap (spin up / spin down), eV: 7.87 / 7.63
Electronic energy, eV: -40477.921
LUMO level (spin up / spin down), eV: -1.92 / -1.79

Structure (XYZ):
```
19
Properties=species:S:1:pos:R:3:forces:R:3:nbo_charge:R:1
C -0.406580 0.210680 0.280000 -0.951 -0.795 -0.461 0.4186
Cl -1.366599 3.109576 1.765604 -0.470 0.117 -0.182 0.1580
C -2.162685 1.635133 1.646008 0.786 -1.146 -0.901 -0.0686
H 2.517891 0.544760 -1.256582 0.529 0.545 0.163 0.2176
O -1.351534 -0.663475 -0.082589 0.259 0.971 0.099 -0.3478
N -0.838414 -1.458481 -1.093838 0.509 -0.484 0.142 -0.1331
H 2.181769 -2.367547 -1.852432 -0.681 0.924 0.266 0.2357
H 0.549677 -2.776230 -2.332885 0.567 0.657 -1.037 0.2550
C 0.755433 0.029540 -0.403718 -0.921 -0.280 0.257 -0.2458
H 1.412988 -1.204484 -2.996302 0.142 -0.732 -0.882 0.2305
N -1.966246 0.696184 2.789087 -1.206 1.223 -1.251 0.4747
C 2.021224 0.804625 -0.319272 -0.880 0.325 -1.040 -0.6259
Cl -3.504171 1.291875 0.674698 0.423 0.698 0.310 0.1759
H 2.613038 0.469390 0.508436 0.466 0.122 0.467 0.2279
H 1.769238 1.894886 -0.276341 0.612 -0.932 0.029 0.2292
C 1.223055 -1.900682 -2.185965 0.096 -1.002 -0.006 -0.6667
O -1.170281 1.039707 3.597537 1.503 0.096 1.465 -0.3541
C 0.412807 -1.102728 -1.263865 -0.390 0.945 2.341 0.1650
O -2.690611 -0.252728 2.802418 -0.394 -1.249 0.219 -0.3460
```
Forces are in eV/Å.